Molecular formula: C39H46IN9Ru
Method: DFT, the ωB97M-V functional and the def2-TZVPD basis

```
! wB97M-V def2-TZVPD RIJCOSX def2/J DEFGRID3
* xyz 3 2
Ru -0.09217 -0.13146 -0.24459
C 0.22893 3.61682 2.82061
C -0.28317 2.28204 2.37852
C 0.32849 1.10040 2.79818
C -0.20539 -0.14274 2.47805
C -1.40125 -0.23886 1.74041
C -1.98888 0.94664 1.26848
C -1.41218 2.18143 1.55668
H 1.30446 3.60037 2.98918
H -0.24476 3.88512 3.76845
H -0.01303 4.40235 2.10633
H 1.21950 1.15022 3.41220
H 0.26337 -1.02829 2.88803
H -1.94781 -1.17175 1.67037
H -2.93418 0.90713 0.74305
H -1.89947 3.08567 1.20983
C 2.53778 -6.52235 -1.68240
C 1.74894 -6.20121 -0.41348
C 0.50324 -7.10350 -0.34759
C 2.64000 -6.45615 0.81582
C 1.28986 -4.75842 -0.37842
C 0.56229 -4.26431 0.71378
C 0.15417 -2.95455 0.74808
N 0.41626 -2.08887 -0.25600
C 1.10818 -2.54296 -1.32815
C 1.54670 -3.85117 -1.40363
C 1.32306 -1.53695 -2.37253
C 1.95465 -1.77616 -3.57781
C 2.08358 -0.76253 -4.52646
C 1.53996 0.48101 -4.18343
C 0.93135 0.66311 -2.96570
N 0.82450 -0.32663 -2.06618
C 2.76786 -0.96406 -5.86412
C 3.23436 -2.40606 -6.05917
C 1.77284 -0.59854 -6.97923
C 3.98724 -0.02585 -5.92158
H 2.84866 -7.56544 -1.65163
H 3.44454 -5.91910 -1.76581
H 1.93538 -6.39449 -2.58472
H 0.81947 -8.14580 -0.36664
H -0.15433 -6.93750 -1.20297
H -0.06929 -6.95227 0.56813
H 2.97190 -7.49368 0.80263
H 2.10794 -6.29566 1.75397
H 3.52619 -5.81948 0.80379
H 0.31242 -4.90065 1.55113
H -0.40415 -2.57718 1.58984
H 2.10130 -4.16906 -2.27313
H 2.34834 -2.75786 -3.78908
H 1.59722 1.31865 -4.86401
H 0.52527 1.62479 -2.68061
H 2.40301 -3.11473 -6.03137
H 3.98358 -2.69766 -5.31967
H 3.70071 -2.49806 -7.03890
H 0.87886 -1.22389 -6.93895
H 2.24931 -0.75777 -7.94597
H 1.46745 0.44750 -6.93507
H 4.71377 -0.26372 -5.14284
H 3.69858 1.02161 -5.81575
H 4.47089 -0.13853 -6.89210
C 3.38209 -0.39415 0.40013
C 2.80519 0.94182 0.10372
N 1.51508 1.23746 -0.03756
C 1.42530 2.60201 -0.27898
C 2.67581 3.11522 -0.30292
N 3.53187 2.06135 -0.07387
C 4.99622 2.09662 -0.20202
N 5.37841 1.87265 -1.55867
N 5.26061 0.61798 -2.07070
N 5.54917 0.63689 -3.31195
C 5.87615 1.93000 -3.66994
C 6.28686 2.45385 -4.90199
C 6.54409 3.80083 -4.94846
C 6.40775 4.61939 -3.80397
C 6.01511 4.11809 -2.58444
C 5.75265 2.74576 -2.54677
H 2.58662 -1.11611 0.56385
H 3.98592 -0.35951 1.30882
H 4.02530 -0.71945 -0.41827
H 0.48620 3.10828 -0.41966
H 3.02718 4.11806 -0.47763
H 5.40509 1.31698 0.43683
H 5.36432 3.06240 0.13277
H 6.40998 1.81604 -5.76646
H 6.87321 4.25248 -5.87373
H 6.63593 5.67303 -3.88966
H 5.94435 4.75647 -1.71362
I -4.93544 0.44820 -3.93298
C -3.49089 -0.39373 -2.74025
C -3.27753 -1.73668 -2.48372
N -2.22807 -1.83095 -1.65420
N -1.75200 -0.61053 -1.33444
C -2.51344 0.26745 -1.99954
H -3.80740 -2.61207 -2.82397
H -1.82641 -2.66454 -1.25604
H -2.33687 1.32955 -1.92091
*
```

Properties
gap between HOMO and LUMO (spin up / spin down) = 5.7 / 4.7 eV
ΔE to the lowest compared entry with this formula, charge and spin = 35.0 kJ/mol
strongest force on any atom = 0.86 eV/A
<S²> = 0.757
LUMO (spin up / spin down) = -0.3532 / -0.3878 hartree


Molecular formula: C9H12F3NO2
Method: DFT, the ωB97M-V functional and the def2-TZVPD basis

```
! wB97M-V def2-TZVPD RIJCOSX def2/J DEFGRID3
* xyz 0 1
C 0.87502 1.62349 1.21963
C 1.13588 2.95611 1.08732
C 0.95061 2.23545 -1.02306
C 0.64449 1.17639 -0.17168
C -2.54075 0.33141 0.05931
C -2.07902 -1.08294 -0.29008
C -0.83371 -1.47769 0.46009
C 0.69071 -0.36657 -0.52191
C 2.06335 -0.86288 0.07804
N -0.52031 -2.77754 0.31629
O 1.25281 3.32128 -0.17899
O 0.48176 -0.85765 -1.74350
F 2.10635 -0.67378 1.34945
F 3.10024 -0.17106 -0.50128
F 2.26076 -2.14740 -0.15008
H 0.93545 1.03195 2.12786
H 1.38359 3.89220 1.73391
H 0.66796 2.52623 -1.99664
H -3.09681 0.84015 -0.71841
H -3.11566 0.20156 0.91353
H -1.58263 0.92966 0.15895
H -3.02912 -1.64675 -0.02087
H -1.80852 -1.25957 -1.34899
H -0.85256 -1.08764 1.45587
H -0.37678 -3.04147 -0.64602
H 0.25318 -3.14676 0.82647
H 1.03371 -0.46616 -2.47520
*
```

Properties
gap between HOMO and LUMO = 8.7 eV
ΔE to the lowest compared entry with this formula, charge and spin = 17.5 kJ/mol
strongest force on any atom = 4.45 eV/A
LUMO = 0.0249 hartree


Molecular formula: C17H43FI2O6PS5
Method: DFT, the ωB97M-V functional and the def2-TZVPD basis

```
! wB97M-V def2-TZVPD RIJCOSX def2/J DEFGRID3
* xyz -1 1
C 1.16942 -2.77797 2.49858
C -0.08035 -2.14920 2.37727
C -0.18137 -0.61861 2.64538
P -0.05914 0.45918 1.03417
C 0.35612 1.42267 -0.55782
C 1.52572 0.81134 -1.46318
C 0.98648 -0.13791 -2.63138
I 3.25423 0.04000 -0.43188
C -1.81311 -0.11367 0.46511
I -1.74572 -1.85251 -0.90899
C -2.85296 0.99223 0.03096
C -3.93549 0.44029 -1.01575
S -0.85788 2.26055 2.08937
O -2.02701 1.98968 2.96729
O -1.12828 3.43747 1.22541
F 0.36665 2.76415 3.15201
H 1.83440 -2.68508 3.38855
H 1.50152 -3.38574 1.61227
H -1.02492 -2.70335 2.14135
H 0.69646 -0.35727 3.31400
H -1.10169 -0.43580 3.26239
H 1.23295 0.87164 1.53386
H 0.47914 -0.72507 0.38995
H -0.48376 1.59317 -1.27528
H 0.79171 2.41606 -0.23070
H 1.90395 1.70942 -2.03349
H 1.46199 0.18329 -3.60393
H 1.16136 -1.21869 -2.41730
H -0.11516 0.04851 -2.77933
H -2.27370 -0.59538 1.37776
H -3.48398 1.30526 0.91045
H -2.45128 1.91585 -0.44175
H -4.46633 -0.46527 -0.64862
H -4.72271 1.25758 -1.05763
H -3.53010 0.35931 -2.05256
C 6.68508 -0.26386 -1.42196
S 6.89207 0.08399 -3.17994
O 5.63264 -0.32811 -3.87108
C 8.11826 -1.20240 -3.48505
H 5.92394 0.40857 -1.02442
H 6.36495 -1.29789 -1.28200
H 7.62895 -0.08854 -0.90267
H 7.70817 -2.17754 -3.21757
H 9.01531 -0.99590 -2.89887
H 8.36923 -1.19107 -4.54620
C -1.64673 6.12573 2.43309
S -3.23150 6.98161 2.40708
O -3.38587 7.60052 1.05579
C -2.75723 8.29784 3.54830
H -1.69998 5.27734 1.75061
H -0.85397 6.80255 2.10958
H -1.44486 5.76306 3.44192
H -1.89579 8.83932 3.15449
H -2.51907 7.86691 4.52173
H -3.59917 8.98251 3.65252
C -6.68233 -2.98266 2.11229
S -6.73213 -3.23536 0.32686
O -5.97624 -2.11457 -0.30069
C -8.48929 -2.87416 0.13333
H -5.65514 -3.12058 2.44785
H -7.01036 -1.97088 2.35399
H -7.32493 -3.71562 2.60220
H -8.70527 -1.86922 0.49874
H -9.07575 -3.61056 0.68496
H -8.73647 -2.93561 -0.92605
C 4.46554 -5.40172 -1.69787
S 5.37092 -4.52913 -2.99099
O 6.48276 -3.78026 -2.32683
C 4.06796 -3.34378 -3.36566
H 5.11403 -6.17566 -1.28805
H 4.18519 -4.70565 -0.90612
H 3.57578 -5.86439 -2.12612
H 3.81120 -2.77711 -2.47030
H 3.19068 -3.87366 -3.74084
H 4.43225 -2.66010 -4.13259
*
```

Properties
gap between HOMO and LUMO = 6.7 eV
strongest force on any atom = 5.62 eV/A
LUMO = 0.0723 hartree